Record 1
{"formula": "C2H4N2OS", "method": "ωB97M-V with the def2-TZVPD basis set", "symbols": ["C", "C", "N", "N", "O", "S", "H", "H", "H", "H"], "coordinates": [[1.0744, 0.6822, 0.3036], [-0.1301, -1.1745, -0.2124], [1.1395, -0.5795, 0.2769], [-0.0026, 1.3442, -0.1565], [-2.2608, 0.0592, 0.8746], [-1.4740, 0.0565, -0.3704], [2.0292, 1.0761, 0.6765], [0.1981, -1.6371, -1.2528], [-0.5196, -2.0468, 0.5243], [-0.0541, 2.2195, -0.6639]], "e_homo_ha": -0.346, "spin_multiplicity": 1, "mol_weight_g_mol": 104.134, "e_tot_ev": -17999.5665, "orbital_gap_ev": 9.80, "de_lowest_ev": 3.093, "charge": 0}

=====

Record 2
{"formula": "C48H78F18O30", "method": "ωB97M-V with the def2-TZVPD basis set", "symbols": ["C", "C", "O", "C", "O", "C", "F", "F", "F", "H", "H", "H", "H", "H", "C", "C", "O", "C", "O", "C", "F", "F", "F", "H", "H", "H", "H", "H", "C", "C", "O", "C", "O", "C", "F", "F", "F", "H", "H", "H", "H", "H", "C", "C", "O", "C", "O", "C", "F", "F", "F", "H", "H", "H", "H", "H", "C", "C", "O", "C", "O", "C", "F", "F", "F", "H", "H", "H", "H", "H", "C", "C", "O", "C", "O", "C", "F", "F", "F", "H", "H", "H", "H", "H", "C", "C", "O", "C", "O", "O", "C", "H", "H", "H", "H", "H", "H", "H", "H", "C", "C", "O", "C", "O", "O", "C", "H", "H", "H", "H", "H", "H", "H", "H", "C", "C", "O", "C", "O", "O", "C", "H", "H", "H", "H", "H", "H", "H", "H", "C", "C", "O", "C", "O", "O", "C", "H", "H", "H", "H", "H", "H", "H", "H", "C", "C", "O", "C", "O", "O", "C", "H", "H", "H", "H", "H", "H", "H", "H", "C", "C", "O", "C", "O", "O", "C", "H", "H", "H", "H", "H", "H", "H", "H"], "coordinates": [[3.5713, -10.9375, 32.7860], [3.7182, -11.1723, 31.3010], [5.0878, -10.8846, 30.9844], [5.4571, -10.7971, 29.7304], [4.7786, -11.0523, 28.7780], [6.9095, -10.3257, 29.5488], [6.8903, -9.2921, 28.6780], [7.5209, -9.9144, 30.6543], [7.6214, -11.3152, 29.0010], [2.5116, -10.8691, 33.0360], [3.9712, -9.9536, 33.0373], [4.0956, -11.6704, 33.3910], [3.1208, -10.4419, 30.7498], [3.4169, -12.1672, 30.9761], [8.8596, -10.8791, 23.8265], [8.0782, -10.7979, 25.1203], [7.8108, -12.1094, 25.6429], [8.8371, -12.7159, 26.1899], [9.9695, -12.3259, 26.2163], [8.4081, -14.0604, 26.8074], [7.6537, -13.8234, 27.8951], [7.6908, -14.8039, 25.9635], [9.4827, -14.7330, 27.1906], [9.1808, -9.8593, 23.5843], [8.2453, -11.2331, 23.0021], [9.7643, -11.4596, 23.9296], [7.1265, -10.2992, 24.9543], [8.5962, -10.2151, 25.8850], [15.7115, -7.0829, 26.6447], [15.7224, -8.4629, 27.2693], [16.6207, -9.3521, 26.5884], [16.1384, -9.9712, 25.5253], [15.0235, -9.8628, 25.1060], [17.1507, -10.9347, 24.8886], [18.1946, -11.1791, 25.6865], [16.5400, -12.0859, 24.6325], [17.6072, -10.4179, 23.7426], [16.6979, -6.6271, 26.5744], [15.0388, -6.4356, 27.2091], [15.3210, -7.1425, 25.6260], [14.7128, -8.8495, 27.3881], [16.1772, -8.3957, 28.2596], [16.3989, -11.6928, 29.4397], [15.8534, -13.0768, 29.7116], [14.9343, -13.4894, 28.7168], [15.3902, -14.0435, 27.6100], [16.5308, -14.0930, 27.2623], [14.2458, -14.5641, 26.7305], [14.5956, -15.7151, 26.1672], [13.1290, -14.7417, 27.4422], [13.9644, -13.6880, 25.7507], [15.5668, -11.0382, 29.1533], [17.1858, -11.6489, 28.6911], [16.8233, -11.2011, 30.3210], [15.4447, -13.3032, 30.6939], [16.7424, -13.7291, 29.7355], [12.0830, -7.6008, 26.7714], [11.6892, -8.9833, 26.2985], [11.2547, -9.7850, 27.4011], [12.1400, -10.4671, 28.0724], [13.3250, -10.5120, 27.8836], [11.4670, -11.3784, 29.1117], [12.2327, -11.4871, 30.2108], [10.2480, -11.0073, 29.4590], [11.4141, -12.6038, 28.5608], [12.4816, -7.6565, 27.7913], [11.2670, -6.8833, 26.8521], [12.8796, -7.2044, 26.1442], [12.5620, -9.4678, 25.8612], [10.8686, -8.9373, 25.5899], [13.2977, -13.4514, 33.0675], [13.8544, -14.7561, 33.5610], [14.6054, -15.3676, 32.5004], [15.1094, -16.5650, 32.7442], [15.1562, -17.1111, 33.8040], [15.7419, -17.2332, 31.5065], [15.6479, -16.5030, 30.4011], [17.0247, -17.4951, 31.7540], [15.1173, -18.4027, 31.2908], [14.0842, -12.7508, 32.7808], [12.8203, -12.9949, 33.9418], [12.5494, -13.4938, 32.2806], [13.0562, -15.3985, 33.9392], [14.5067, -14.5988, 34.4225], [9.0597, -5.1599, 27.6153], [9.7924, -4.8444, 28.9008], [10.2744, -3.4805, 28.8985], [9.4095, -2.5400, 29.2496], [8.2663, -2.7132, 29.5761], [10.0177, -1.3566, 29.1673], [9.1817, -0.2305, 29.4204], [8.3619, -4.3862, 27.3123], [8.5112, -6.0923, 27.7842], [9.7683, -5.3781, 26.8158], [10.6928, -5.4492, 28.9817], [9.1757, -4.9651, 29.7888], [8.3917, -0.1681, 28.6721], [9.8316, 0.6369, 29.3770], [8.6976, -0.2761, 30.3955], [9.8143, -14.1266, 31.0025], [10.4840, -15.4000, 30.5081], [9.4592, -16.3252, 30.1001], [9.7857, -17.6122, 30.1013], [10.7706, -18.0947, 30.5944], [8.8206, -18.2846, 29.4803], [8.9927, -19.6880, 29.4181], [8.9343, -13.8241, 30.4310], [10.5909, -13.3756, 30.8654], [9.4220, -14.2227, 32.0157], [11.1167, -15.8624, 31.2594], [11.0374, -15.1251, 29.6080], [9.9931, -19.9934, 29.1087], [8.3346, -20.0540, 28.6337], [8.7582, -20.1178, 30.3895], [10.4991, -10.7420, 32.7503], [9.7362, -10.6739, 34.0693], [8.3663, -10.9853, 33.9474], [8.0929, -12.2706, 33.7305], [8.8433, -13.1920, 33.8907], [6.8320, -12.3531, 33.3116], [6.2164, -13.6238, 33.4940], [10.1157, -9.9352, 32.1171], [10.3180, -11.6479, 32.1687], [11.5716, -10.6305, 32.8970], [9.9021, -9.6604, 34.4425], [10.2337, -11.2670, 34.8428], [6.1029, -13.8208, 34.5620], [6.7764, -14.4048, 32.9841], [5.2001, -13.6295, 33.1044], [10.1538, -10.8033, 18.5481], [11.3946, -11.3779, 19.2126], [11.0753, -11.7171, 20.5687], [12.1016, -11.8476, 21.3994], [13.2602, -11.9240, 21.0886], [11.6377, -11.8908, 22.6398], [12.5245, -11.8229, 23.7486], [10.4551, -9.8984, 18.0116], [9.4194, -10.4804, 19.2823], [9.6999, -11.4413, 17.7940], [12.2234, -10.6713, 19.1859], [11.7603, -12.2729, 18.7050], [12.8346, -10.7933, 23.9177], [13.3901, -12.4741, 23.6629], [11.9350, -12.1708, 24.5956], [13.7305, -2.4147, 27.7736], [13.0482, -3.3766, 26.8089], [14.0016, -3.7266, 25.8110], [13.5754, -4.4665, 24.8028], [12.4254, -4.7527, 24.5725], [14.6107, -4.9038, 24.0956], [14.3752, -5.4638, 22.8081], [13.1830, -2.3623, 28.7184], [13.6214, -1.3729, 27.4474], [14.7857, -2.6233, 27.9206], [12.1688, -2.9080, 26.3751], [12.7583, -4.2365, 27.4179], [14.9912, -4.8914, 22.1106], [13.3437, -5.3188, 22.4986], [14.7009, -6.4991, 22.7797], [11.0187, -5.3789, 32.3508], [10.9608, -6.8653, 32.6033], [12.2845, -7.3782, 32.7465], [12.9420, -7.7635, 31.6620], [12.5104, -7.7742, 30.5396], [14.1609, -8.1298, 32.0515], [15.0685, -8.4345, 31.0070], [11.4831, -5.1453, 31.3897], [11.5695, -4.8929, 33.1565], [10.0591, -4.8566, 32.3199], [10.3958, -7.4569, 31.8832], [10.4813, -7.0221, 33.5711], [14.7122, -9.1114, 30.2295], [15.9849, -8.8584, 31.4065], [15.3280, -7.4967, 30.5055]], "e_homo_ha": -0.386, "spin_multiplicity": 1, "mol_weight_g_mol": 1477.086, "e_tot_ev": -161383.9911, "orbital_gap_ev": 10.84, "smiles": "CCOC(=O)C(F)(F)F.CCOC(=O)C(F)(F)F.CCOC(=O)C(F)(F)F.CCOC(=O)C(F)(F)F.CCOC(=O)C(F)(F)F.CCOC(=O)C(F)(F)F.CCOC(=O)OC.CCOC(=O)OC.CCOC(=O)OC.CCOC(=O)OC.CCOC(=O)OC.CCOC(=O)OC", "de_lowest_ev": 0.000, "charge": 0}

=====

Record 3
{"formula": "C26H17BF5N5O3RhSe", "method": "ωB97M-V with the def2-TZVPD basis set", "symbols": ["Rh", "Se", "N", "C", "C", "C", "C", "C", "N", "C", "C", "N", "C", "C", "C", "C", "C", "N", "H", "H", "H", "H", "H", "H", "C", "C", "C", "C", "C", "C", "C", "F", "C", "C", "C", "O", "C", "C", "N", "C", "C", "O", "O", "H", "H", "H", "H", "H", "H", "H", "H", "H", "H", "H", "F", "B", "F", "F", "F"], "coordinates": [[-0.1709, 0.2205, 0.1181], [-5.3868, -3.4794, 4.2013], [-4.0968, -4.0114, 3.0964], [-3.5268, -2.9307, 2.6345], [-2.4380, -2.9526, 1.6611], [-1.9225, -4.1125, 1.0819], [-0.9552, -3.9948, 0.1050], [-0.4992, -2.7351, -0.2658], [-0.9556, -1.6269, 0.3122], [-1.9147, -1.7315, 1.2606], [-2.3822, -0.4766, 1.8115], [-1.7112, 0.6216, 1.3895], [-2.1384, 1.8198, 1.7787], [-3.2543, 1.9601, 2.6030], [-3.9204, 0.8480, 3.0635], [-3.4670, -0.4141, 2.6685], [-4.0538, -1.6767, 3.1085], [-5.0501, -1.7504, 3.9500], [-2.2983, -5.0763, 1.3976], [-0.5447, -4.8645, -0.3862], [0.2213, -2.6069, -1.0588], [-1.5756, 2.6768, 1.4450], [-3.5719, 2.9574, 2.8692], [-4.7819, 0.9258, 3.7129], [5.5281, -1.9678, -4.8319], [5.6417, -2.6768, -3.4935], [5.6325, -4.1873, -3.6500], [5.8535, -4.8525, -2.3049], [4.8308, -4.3740, -1.3141], [4.4776, -5.1506, -0.2362], [3.5230, -4.7013, 0.6738], [3.2181, -5.4914, 1.7122], [2.8929, -3.5009, 0.5316], [3.2242, -2.6936, -0.5677], [2.5397, -1.4192, -0.7423], [1.6215, -1.1154, 0.0759], [2.9491, -0.6576, -1.8318], [3.9287, -1.1169, -2.6813], [4.5414, -2.2904, -2.5529], [4.2023, -3.1192, -1.4825], [2.3806, 0.7090, -2.1294], [2.8364, 1.3725, -3.0337], [1.4628, 1.0373, -1.2962], [6.2580, -2.4114, -5.5076], [5.7508, -0.9043, -4.7771], [4.5380, -2.1006, -5.2703], [6.5747, -2.3813, -3.0034], [6.4162, -4.4685, -4.3525], [4.6759, -4.4969, -4.0812], [6.8544, -4.6075, -1.9362], [5.8050, -5.9380, -2.3865], [4.9370, -6.1187, -0.0841], [2.1642, -3.1610, 1.2527], [4.2213, -0.4759, -3.4990], [-1.3048, 1.3005, -1.4053], [-0.8313, 2.6700, -1.1163], [-0.0924, 3.1511, -2.1135], [-1.8816, 3.4409, -0.7208], [0.0049, 2.3995, 0.0918]], "e_homo_ha": [-0.420, -0.420], "spin_multiplicity": 1, "mol_weight_g_mol": 735.122, "e_tot_ev": -123448.6444, "orbital_gap_ev": [5.64, 5.75], "de_lowest_ev": 3.920, "charge": 1}